Computed, not measured: C24H45CoNP2Si as an isolated structure in a non-equilibrium geometry, with ωB97M-V/def2-TZVPD.

HOMO level (alpha / beta), eV: -6.5 / -6.6
Net charge: 0
ΔE to the lowest compared entry with this formula, charge and spin, kJ/mol: 218.97
Spin multiplicity: 4
Gap between HOMO and LUMO (alpha / beta), eV: 6.83 / 6.01
Expectation value of S²: 3.765
LUMO energy (alpha / beta), eV: 0.32 / -0.64

Each line ends with the Löwdin charge.
Atoms and positions in Å:
P1 0.009 -1.627 -2.492  0.952
P2 1.299 1.496 -0.798  0.726
C1 0.934 -0.148 -3.081  -0.399
C2 1.982 0.294 -2.051  -0.349
H1 0.168 0.627 -3.252  0.049
H2 1.411 -0.387 -4.040  0.075
H3 2.385 -0.573 -1.499  0.052
H4 2.830 0.754 -2.570  0.081
C3 -0.280 2.195 -1.480  -0.236
H5 -0.530 3.003 -0.787  0.048
H6 -1.087 1.462 -1.495  0.014
H7 -0.084 2.597 -2.477  0.049
C4 2.484 2.867 -1.150  -0.244
H8 2.404 3.207 -2.180  0.047
H9 3.520 2.508 -0.952  0.062
H10 2.279 3.690 -0.467  0.036
C5 -0.166 -2.383 -4.251  -0.223
H11 -0.445 -3.447 -4.214  0.047
H12 0.810 -2.307 -4.743  0.039
H13 -0.880 -1.905 -4.926  0.018
C6 1.278 -2.909 -2.157  -0.258
H14 1.738 -2.744 -1.187  0.016
H15 2.026 -2.865 -2.956  0.051
H16 0.773 -3.888 -2.192  0.051
Co1 0.807 0.770 0.874  0.435
C7 -2.876 -0.225 -2.477  -0.137
C8 -2.563 -0.855 -3.630  -0.185
C9 -3.318 -2.030 -4.172  -0.175
C10 -3.563 -3.175 -3.137  -0.193
C11 -2.310 -3.654 -2.567  -0.137
C12 -1.551 -2.945 -1.621  -0.344
C13 -2.096 -1.921 -0.641  -0.229
C14 -3.092 -0.841 -1.129  -0.194
C15 1.643 -0.930 1.047  -0.223
H17 -3.174 0.827 -2.543  0.112
H18 -1.881 -0.355 -4.341  0.096
H19 -2.814 -2.450 -5.047  0.097
H20 -4.295 -1.644 -4.496  0.118
H21 -4.259 -2.861 -2.343  0.107
H22 -4.022 -4.010 -3.684  0.112
H23 -1.960 -4.636 -2.891  0.106
H24 -0.835 -3.614 -1.142  0.093
H25 -1.240 -1.409 -0.173  0.062
H26 -2.557 -2.463 0.197  0.118
H27 -4.113 -1.252 -1.023  0.107
H28 -3.030 0.000 -0.422  0.093
H29 2.732 -0.698 0.985  0.027
H30 1.333 -1.590 0.215  -0.043
H31 1.386 -1.336 2.022  -0.001
C16 -2.050 0.907 2.704  -0.190
Si1 -0.685 1.687 3.726  0.388
C17 -1.095 3.474 4.122  -0.183
C18 -0.731 0.805 5.393  -0.195
N1 0.839 1.573 2.837  -0.146
C19 2.014 1.903 3.447  -0.382
C20 3.079 2.351 2.605  -0.074
C21 4.384 1.985 2.925  -0.113
C22 4.693 1.542 4.215  -0.137
C23 3.696 1.483 5.192  -0.111
C24 2.356 1.632 4.827  -0.042
H32 -2.977 0.970 3.297  0.037
H33 -1.853 -0.154 2.507  0.025
H34 -2.218 1.425 1.752  0.015
H35 -2.115 3.526 4.535  0.028
H36 -0.415 3.910 4.868  0.032
H37 -1.062 4.109 3.227  0.024
H38 -0.345 -0.217 5.304  0.037
H39 -0.188 1.306 6.205  0.019
H40 -1.776 0.731 5.732  0.031
H41 2.810 2.831 1.666  0.066
H42 5.166 2.034 2.171  0.093
H43 5.710 1.254 4.468  0.088
H44 3.963 1.286 6.230  0.098
H45 1.590 1.426 5.583  0.063